C9H4I2N2O2PbSe3Te as an isolated structure, computed with ωB97M-V with the def2-TZVPD basis set.

Output
- HOMO level (eV) = -7.27
- frontier orbital gap (eV) = 5.91
- total charge = 0

CARTESIAN COORDINATES (ANGSTROEM)
Pb -1.546814 -1.062442 -0.998415
I -0.890667 4.056574 -1.968687
C 0.265089 2.953456 -0.656544
C 1.311420 3.604225 0.038857
C 2.107891 2.932366 0.916714
I 3.617783 3.972069 1.890171
C 1.889256 1.545470 1.144905
C 2.644711 0.740601 2.027612
C 2.355274 -0.583811 2.176944
C 1.291347 -1.128874 1.435013
N 0.571030 -0.413350 0.608862
C 0.844289 0.909333 0.446290
C 0.000234 1.615437 -0.482255
O -0.973323 1.004145 -1.127573
H 1.471904 4.658481 -0.139461
H 3.456302 1.192217 2.582879
H 2.926209 -1.208917 2.849067
H 1.031612 -2.178722 1.527620
Se -3.179568 -4.061924 -1.490318
Se -4.992960 -4.204178 -2.989976
Te -5.090177 -1.754148 -3.804175
Se -3.388271 -0.211678 -2.817754
O -3.107052 -6.708631 -0.638530
N -2.615521 -5.667699 -0.531247

Forces on the atoms, in the same order (eV/Å):
-0.1 -0.3 0.0
-0.1 0.1 -0.1
0.2 0.2 0.1
-0.2 -0.1 -0.1
-0.1 -0.2 -0.1
0.2 0.1 0.1
0.1 0.1 0.1
0.0 0.2 0.0
-0.1 -0.1 0.0
0.1 0.1 0.1
0.0 0.1 -0.1
-0.2 -0.3 -0.1
0.0 -0.1 0.0
0.2 0.3 0.1
0.0 0.0 0.0
0.0 0.0 0.0
0.0 0.0 0.0
0.0 0.0 0.0
-0.1 0.4 -0.2
0.2 -0.2 0.2
-0.1 0.1 -0.1
0.1 0.0 0.1
-0.3 -0.1 -0.2
0.2 0.0 0.2

For each atom in turn, the Löwdin charge in e is: 1.023, 0.949, -0.656, -0.226, -0.684, 0.935, -0.205, -0.037, -0.041, -0.131, -0.005, -0.163, -0.439, -0.440, 0.075, 0.062, 0.108, 0.113, 0.297, -0.122, 0.270, -0.246, -0.046, -0.392

---

C18H17Cl5F4MnN4O3 as an isolated structure in a non-equilibrium geometry, computed with ωB97M-V with the def2-TZVPD basis set.

Output
- energy above the lowest of the compared OMol25 structures with the same formula, charge and spin (kcal/mol) = 15.29
- HOMO level (alpha / beta) (eV) = -5.66 / -5.66
- spin multiplicity = 6
- <S²> = 8.76
- frontier orbital gap (alpha / beta) (eV) = 4.91 / 4.90
- total charge = 0

CARTESIAN COORDINATES (ANGSTROEM)
Mn -0.157268 -0.194172 -0.328167
C 0.367096 2.673295 1.683678
N 0.570769 1.260557 1.372413
C -0.495679 0.349721 1.857312
C 1.950811 0.887572 1.732768
C 2.340027 -0.519753 1.284274
N 1.850803 -0.689419 -0.072514
C 1.436649 -1.876923 -0.535080
C 0.712088 -1.871826 -1.767834
F 0.650368 -0.663391 -2.445867
C 0.222227 -3.004971 -2.376809
F -0.442544 -2.880464 -3.531241
C 0.387868 -4.244278 -1.804546
C 1.129121 -4.300776 -0.632072
F 1.356729 -5.493426 -0.083198
C 1.646121 -3.185845 -0.016733
F 2.419027 -3.354030 1.063711
H 0.426874 2.872027 2.756649
H -0.601618 3.006971 1.321282
H 1.140939 3.251690 1.179174
H 0.345346 0.420546 3.805703
H -0.231027 -0.632162 1.403470
H -2.173260 1.351173 1.723536
H 2.128585 1.000602 2.807510
H 2.590401 1.600484 1.209586
H 1.935180 -1.256756 1.979286
H 3.430353 -0.595242 1.318950
H -0.018370 -5.136005 -2.256500
Cl -2.536827 -1.251837 7.366297
C -2.028952 -0.792059 5.780122
C -1.453419 -1.724423 4.891117
Cl -1.493997 -3.396419 5.322796
C -0.909874 -1.336623 3.703102
Cl -0.351645 -2.555750 2.594266
C -0.642703 0.129500 3.385044
O -1.699814 0.682585 1.192023
C -1.756255 0.898823 4.068170
Cl -2.310790 2.438213 3.429308
C -2.279199 0.486227 5.268034
Cl -3.308050 1.539389 6.177437
C -4.941018 0.111261 -2.581234
O -3.988734 -0.754181 -1.962683
C -2.779673 -0.326866 -1.651827
O -2.013022 -1.056914 -1.052203
N -2.454710 0.948529 -2.020316
N -1.159396 1.401068 -1.740925
H -5.869466 -0.448878 -2.599902
H -4.652907 0.347632 -3.607888
H -5.084990 1.022946 -2.000139
H -2.995892 1.446064 -2.705340
H -1.208457 2.302925 -1.283233
H -0.611072 1.481762 -2.589906

Forces on the atoms, in the same order (eV/Å):
-0.5 1.4 -1.3
0.0 0.0 -0.2
-0.2 0.0 0.1
-0.1 0.5 0.8
0.1 -0.2 -0.1
-0.1 0.0 0.0
-0.4 0.3 0.0
0.7 -1.0 -0.6
0.7 -0.4 -0.2
-0.1 -0.3 -0.2
-0.1 -0.2 0.1
0.0 0.1 -0.1
0.0 0.1 -0.1
-0.1 0.1 -0.1
0.1 -0.1 0.1
-0.2 0.2 -0.2
0.1 0.0 0.2
0.0 0.0 0.0
0.0 0.0 0.0
0.0 0.0 0.0
0.0 0.0 -0.1
0.0 -0.2 1.6
-0.1 0.0 0.0
0.0 0.0 0.0
0.0 0.0 0.0
0.0 0.0 0.0
0.0 0.0 0.1
0.0 0.0 0.0
0.0 0.0 0.1
0.0 0.1 -0.1
0.1 0.2 -0.1
0.0 -0.1 0.0
-0.3 0.1 0.1
0.0 -0.2 -0.2
0.2 -0.1 0.1
0.1 0.0 -0.1
-0.2 -0.2 0.0
0.0 0.2 0.0
0.2 -0.2 0.0
-0.1 0.1 0.0
-0.1 0.1 -0.1
0.0 -0.1 0.0
0.0 0.2 -0.1
0.1 0.0 0.0
0.0 0.0 0.0
0.1 0.0 0.0
0.0 0.0 0.0
0.0 0.0 0.0
0.0 0.0 0.0
-0.1 0.0 0.0
0.0 0.0 0.1
0.0 0.0 -0.1

For each atom in turn, the Löwdin charge in e is: 0.912, -0.088, -0.189, -0.419, -0.166, -0.210, -0.038, -0.251, -0.198, 0.022, -0.236, 0.098, 0.069, -0.217, 0.111, -0.177, 0.085, 0.086, 0.058, 0.091, 0.140, 0.038, 0.000, 0.123, 0.121, 0.079, 0.125, 0.136, 0.597, -0.771, -0.742, 0.658, -0.609, 0.741, -0.237, -0.068, -0.599, 0.700, -0.746, 0.649, -0.033, 0.036, -0.528, 0.075, 0.047, 0.048, 0.105, 0.100, 0.103, 0.137, 0.116, 0.118

---

A 2-piece molecular cluster, C4H10NS overall in a non-equilibrium geometry, computed with ωB97M-V with the def2-TZVPD basis set.

Output
- energy above the lowest of the compared OMol25 structures with the same formula, charge and spin (kcal/mol) = 114.10
- HOMO level (eV) = -12.95
- frontier orbital gap (eV) = 7.48
- total charge = +1

CARTESIAN COORDINATES (ANGSTROEM)
C -0.783463 1.134403 0.855274
C -0.027586 0.044126 0.390336
C -2.401341 -0.280518 -0.714492
C 3.150690 -0.782453 0.182785
N -1.220434 0.518839 -0.439429
S 2.154866 0.194949 -0.922290
H -1.428959 1.122180 1.666360
H -0.260815 2.147049 0.792620
H -0.211459 -1.021442 0.467687
H -2.403206 -0.803094 0.233489
H -3.297166 0.375602 -0.901155
H -2.328479 -0.960984 -1.571156
H 2.994131 -1.801112 -0.335554
H 2.866219 -0.762054 1.275745
H 4.207219 -0.392407 0.026935
H -1.010210 1.266921 -1.007161

Forces on the atoms, in the same order (eV/Å):
0.9 2.2 0.6
2.5 -2.0 -4.1
-1.0 0.4 0.7
0.4 -1.7 -0.7
1.5 1.0 0.7
-3.3 1.0 1.9
-1.3 -0.5 1.5
-1.0 -1.3 -0.4
0.4 0.1 1.1
-1.3 -0.8 -0.1
0.9 -0.6 0.6
0.6 0.3 0.3
1.0 1.2 1.7
0.4 0.1 -1.4
-1.2 -0.6 0.3
0.6 1.3 -2.7

For each atom in turn, the Löwdin charge in e is: -0.066, -0.101, 0.024, -0.520, -0.105, 0.720, 0.116, 0.174, 0.112, 0.101, 0.132, 0.116, 0.045, 0.061, 0.058, 0.132

---

A 2-piece molecular cluster, C3H3NOS overall in a non-equilibrium geometry, computed with ωB97M-V with the def2-TZVPD basis set.

Output
- energy above the lowest of the compared OMol25 structures with the same formula, charge and spin (kcal/mol) = 61.36
- HOMO level (eV) = -10.31
- frontier orbital gap (eV) = 7.32
- total charge = 0

CARTESIAN COORDINATES (ANGSTROEM)
C -1.487740 0.198521 0.193608
C 0.544143 -1.158745 -0.340196
C -0.231981 -0.278603 0.540035
N -2.558780 0.517448 -0.077356
O 1.470431 -1.829429 0.031625
S 1.491014 1.586786 -0.040198
H 0.207043 -1.157168 -1.393500
H 0.036175 -0.267259 1.592296
H 0.529692 2.388448 -0.506310

Forces on the atoms, in the same order (eV/Å):
-1.1 0.3 -0.4
0.2 -0.6 -0.9
3.1 2.1 0.6
-0.1 0.1 -0.1
-0.2 0.0 0.2
-1.7 -1.8 0.6
0.0 0.0 0.1
-0.1 -0.2 -0.1
-0.1 0.1 -0.1

For each atom in turn, the Löwdin charge in e is: -0.266, -0.385, -0.150, 0.197, 0.052, 0.549, 0.132, 0.113, -0.242